Entry 1:
11
Properties=species:S:1:pos:R:3:forces:R:3:nbo_charge:R:1 method="wB97M-V/def2-TZVPD" homo_energy_ev=-13.379 de_lowest_kcal_mol=43.4 max_force_ev_per_a=3.32 total_charge=+1 energy_ev=-17019.653 orbital_gap_ev=8.51 e_lumo_ev=-4.87 smiles="[NH3+][C@H]1C(=O)P1O"
N -1.5282 0.2056 0.4975 2.40 0.61 2.21 -0.660
C -0.2591 0.0578 -0.2489 0.55 -0.95 -2.66 -0.526
C 0.8350 1.0592 -0.1980 -0.03 0.17 0.73 0.338
O 1.0432 2.1776 -0.5337 0.06 -0.49 0.26 -0.379
P 1.3171 -0.5671 0.6705 -0.94 1.97 0.97 1.009
O 2.0964 -1.1936 -0.5284 0.86 -2.28 -1.71 -0.965
H -2.0900 1.0009 0.2655 -0.83 0.48 -0.77 0.452
H -1.1539 0.4596 1.4688 -1.13 -0.66 -1.08 0.450
H -2.0245 -0.6699 0.5596 -0.59 -0.30 0.01 0.455
H -0.2644 -0.3558 -1.3346 -0.67 0.60 1.93 0.297
H 2.0285 -2.1743 -0.6184 0.32 0.87 0.10 0.529

Entry 2:
11
Properties=species:S:1:pos:R:3:forces:R:3:nbo_charge:R:1 method="wB97M-V/def2-TZVPD" homo_energy_ev=-8.094 de_lowest_kcal_mol=39.7 max_force_ev_per_a=4.59 energy_ev=-18573.848 orbital_gap_ev=8.53 e_lumo_ev=0.43
C -1.4928 0.0645 -0.0018 -0.44 -0.30 -0.32 0.511
C 1.1022 -0.8717 -0.4210 -1.49 4.12 1.37 0.094
N 1.6470 0.0692 0.4763 -0.67 -0.52 0.35 -0.813
O -0.9978 1.3208 -0.1041 1.35 0.13 -0.61 -0.732
O -0.6865 -0.9406 -0.0312 1.12 0.53 -0.46 -0.607
S -3.1211 -0.0624 0.1317 -0.78 -0.38 0.09 -0.271
H 1.1440 -1.8953 -0.0275 0.60 0.30 -1.30 0.244
H 1.1361 -0.3493 -1.4720 -0.37 -2.21 1.79 0.240
H -1.7270 1.8966 -0.4020 0.14 -0.42 0.50 0.517
H 1.2555 1.0634 0.3891 0.89 -2.18 0.19 0.425
H 1.7405 -0.2951 1.4624 -0.36 0.94 -1.61 0.392

Entry 3:
11
Properties=species:S:1:pos:R:3:forces:R:3:nbo_charge:R:1 method="wB97M-V/def2-TZVPD" homo_energy_ev="-8.931 / -8.118" de_lowest_kcal_mol=136.3 max_force_ev_per_a=3.11 energy_ev=-18569.660 orbital_gap_ev="8.56 / 8.17" e_lumo_ev="-0.37 / 0.05"
C -1.5327 -0.3100 0.2333 0.51 1.66 -1.01 0.265
C 0.9030 1.3627 0.2000 0.38 -0.30 3.08 -0.495
N -1.2827 -1.5913 -0.0548 -1.38 -0.95 1.83 -0.830
O -4.1777 -0.0950 -0.6216 0.31 -0.36 0.00 -0.892
O -2.3247 0.0570 1.2469 -0.26 -0.41 0.56 -0.610
S -3.0054 0.6748 -0.2275 -0.01 0.87 0.05 1.293
H 0.3247 1.5457 1.0914 -0.33 0.59 -0.11 0.165
H 1.7702 0.8071 0.4668 0.76 -0.33 -0.47 0.164
H 0.4312 1.2861 -0.6957 -0.98 0.06 -2.53 0.159
H -2.1355 -2.1137 0.1448 0.34 -0.68 -0.06 0.385
H -0.8961 -1.7866 -0.9311 0.64 -0.14 -1.33 0.396

Entry 4:
11
Properties=species:S:1:pos:R:3:forces:R:3:nbo_charge:R:1 method="wB97M-V/def2-TZVPD" homo_energy_ev=-9.655 de_lowest_kcal_mol=72.7 max_force_ev_per_a=2.56 energy_ev=-18572.418 orbital_gap_ev=10.26 e_lumo_ev=0.61
C -0.7327 1.8201 -1.2074 -0.46 -0.62 2.44 0.128
C 0.1743 1.6020 -2.1030 0.98 -0.49 -1.86 -0.536
N -0.3459 -0.6358 1.5565 -0.05 0.43 -0.73 -1.097
O -0.4282 2.7059 1.2558 -0.41 -0.55 0.14 -0.889
O -1.8183 2.5179 -0.9252 -0.82 0.70 -0.72 -0.610
S -1.2359 1.7395 0.5212 0.92 0.87 -0.55 1.411
H -0.8995 -0.9508 0.7506 0.25 -0.39 1.05 0.372
H 1.0063 0.8817 -1.9046 -0.90 0.93 -0.33 0.235
H 0.0147 2.0825 -3.1001 0.53 -0.55 0.88 0.229
H -0.4388 -1.1382 2.4306 -0.20 -0.21 -0.49 0.385
H 0.6172 -0.5855 1.2614 0.16 -0.13 0.18 0.371

Entry 5:
11
Properties=species:S:1:pos:R:3:forces:R:3:nbo_charge:R:1 method="wB97M-V/def2-TZVPD" homo_energy_ev=-10.176 de_lowest_kcal_mol=48.7 max_force_ev_per_a=2.39 energy_ev=-18573.458 orbital_gap_ev=10.34 e_lumo_ev=0.16
C 1.2358 0.7752 -0.2153 0.87 -0.51 0.32 0.488
C 1.6110 -0.6465 0.0837 -0.28 1.61 -0.17 -0.731
N -2.7048 0.1538 0.8962 -0.46 -0.21 0.16 -0.994
O 0.0818 1.1065 -0.3113 0.74 1.16 -0.05 -0.567
O -1.7740 -1.1302 -0.9702 0.13 1.60 0.32 -0.888
S -2.1965 0.2058 -0.5176 -0.42 -2.19 -0.85 1.490
H 2.1464 1.4324 -0.4085 -1.18 0.10 0.12 0.112
H 1.7675 -0.8401 1.1231 0.82 0.14 0.68 0.247
H 2.4188 -0.8338 -0.5849 0.84 -0.84 -0.08 0.224
H 0.7366 -1.1686 -0.1308 -1.33 -1.42 -0.76 0.251
H -3.3227 0.9455 1.0355 0.27 0.56 0.33 0.369

Entry 6:
11
Properties=species:S:1:pos:R:3:forces:R:3:nbo_charge:R:1 method="wB97M-V/def2-TZVPD" homo_energy_ev=-9.447 de_lowest_kcal_mol=103.3 max_force_ev_per_a=5.95 energy_ev=-18571.088 orbital_gap_ev=9.62 e_lumo_ev=0.17
C -2.1768 0.2573 0.2076 -0.36 -0.93 -1.19 -0.665
C 0.5191 -0.0481 -0.1558 2.90 4.13 -3.05 0.406
H -3.1825 -0.3105 0.3600 1.75 1.03 -1.10 0.229
H -2.1310 1.1701 -0.4995 -0.43 -1.81 1.21 0.254
H -1.9425 0.5493 1.2287 0.72 -0.04 -0.16 0.218
H 1.4734 -1.5986 0.6294 1.71 0.36 -0.13 0.406
H 3.0238 0.8870 -0.6746 -0.76 -5.21 2.77 0.514
N 1.7187 -0.7954 0.0343 -2.05 2.04 -0.65 -0.355
O 0.4457 1.1785 -0.5244 1.27 -3.55 2.08 -0.644
O 3.0711 -0.2411 -0.0719 -1.82 3.62 -1.62 -0.537
S -0.8192 -1.0485 -0.5338 -2.93 0.37 1.84 0.174

Entry 7:
11
Properties=species:S:1:pos:R:3:forces:R:3:nbo_charge:R:1 method="wB97M-V/def2-TZVPD" homo_energy_ev=-10.106 de_lowest_kcal_mol=59.8 max_force_ev_per_a=2.64 energy_ev=-18572.978 orbital_gap_ev=10.53 e_lumo_ev=0.42 smiles="[H]/N=C/S(C)(=O)=O"
H 1.0883 3.0385 0.0335 -0.81 1.53 0.08 0.368
N 1.1130 2.0609 0.1231 1.37 -1.03 -0.33 -0.551
C 0.1649 1.3001 -0.0620 1.83 -1.67 0.93 -0.076
S 0.6848 -0.5107 0.0173 -1.29 -0.72 2.19 2.081
C -0.9224 -1.2912 0.0240 -0.69 -0.37 2.18 -0.910
O 1.2424 -0.8956 -1.2340 1.05 0.17 -0.86 -0.927
O 1.3367 -0.8243 1.2945 -0.68 0.84 -1.85 -0.906
H -0.8743 1.4225 -0.1273 -1.61 0.53 -0.53 0.174
H -0.8002 -2.4279 -0.0662 -0.07 1.65 1.08 0.275
H -1.5916 -0.7903 0.8530 1.44 -1.73 -1.08 0.238
H -1.4417 -1.0820 -0.8559 -0.53 0.81 -1.80 0.232

Entry 8:
11
Properties=species:S:1:pos:R:3:forces:R:3:lowdin_spin:R:1 method="wB97M-V/def2-TZVPD" homo_energy_ev="-4.210 / -9.784" de_lowest_kcal_mol=11.4 max_force_ev_per_a=4.98 energy_ev=-18570.723 spin_multiplicity=3 orbital_gap_ev="4.61 / 7.65" e_lumo_ev="0.40 / -2.13" s_squared=2.005
C 1.7471 0.7251 -3.4247 -0.21 -1.02 0.45 0.001
C 1.4609 0.3066 0.3144 -0.55 -0.16 -0.43 0.146
N -1.1696 0.9343 0.8920 -1.02 3.11 -0.18 0.375
O 1.8116 1.6553 -4.0501 0.37 3.66 -2.33 0.000
O 1.6535 -0.2246 -2.8118 -0.15 -2.66 1.75 0.002
S -0.1187 -0.4520 0.8671 3.31 -3.58 1.02 1.307
H 1.8177 1.1058 0.9766 -0.53 -0.08 -0.07 0.018
H 1.0292 0.7425 -0.6012 0.95 0.24 0.08 0.027
H 2.3307 -0.3800 0.1096 -1.32 0.37 0.17 0.021
H -1.9057 0.9284 1.5893 -0.21 -0.33 0.78 0.046
H -1.6639 0.7230 0.0467 -0.66 0.46 -1.23 0.057